No. 1
Density functional theory data (wB97M-V/def2-TZVPD) for the molecule H2NOP in a non-equilibrium geometry.

Values from the calculation:
highest occupied orbital energy = -10.0 eV
multiplicity = 1
lowest unoccupied orbital energy = 0.025 Ha
electronic energy = -472.572533 hartree
Kohn-Sham gap = 10.6486 eV
largest force on an atom = 4.9 eV/Å
total charge = 0

XYZ file:
```
5
H2NOP wB97M-V/def2-TZVPD
N 0.126 -0.309 -0.363
P 0.348 -1.396 -1.492
O -0.891 -1.500 -2.236
H -0.752 0.129 -0.227
H 0.586 -0.103 0.554
```

No. 2
Density functional theory data (wB97M-V/def2-TZVPD) for the molecule H2NOP in a non-equilibrium geometry.

Values from the calculation:
highest occupied orbital energy = -10.4 eV
multiplicity = 1
lowest unoccupied orbital energy = 0.008 Ha
electronic energy = -472.565769 hartree
Kohn-Sham gap = 10.5845 eV
largest force on an atom = 3.6 eV/Å
total charge = 0

XYZ file:
```
5
H2NOP wB97M-V/def2-TZVPD
N 0.373 0.112 -0.006
P 2.058 0.530 0.037
O 2.743 -0.727 -0.050
H -0.121 -0.703 0.185
H -0.448 0.703 -0.212
```

No. 3
Density functional theory data (wB97M-V/def2-TZVPD) for a cluster of 2 separate species, H2NOS2 in total in a non-equilibrium geometry.

Values from the calculation:
highest occupied orbital energy (alpha / beta) = -4.1 / -4.1 eV
multiplicity = 1
lowest unoccupied orbital energy (alpha / beta) = 0.125 / 0.125 Ha
electronic energy = -927.504439 hartree
Kohn-Sham gap (alpha / beta) = 7.4719 / 7.4712 eV
largest force on an atom = 2.7 eV/Å
total charge = -1

XYZ file:
```
6
H2NOS2 wB97M-V/def2-TZVPD
N 1.129 -0.609 -0.278
O -0.381 -0.658 1.565
S -0.304 1.905 0.661
S -0.191 -0.044 0.290
H 1.332 -0.064 -1.159
H -1.586 -0.530 -1.079
```

No. 4
Density functional theory data (wB97M-V/def2-TZVPD) for a cluster of 2 separate species, H2NP2 in total in a non-equilibrium geometry.

Values from the calculation:
highest occupied orbital energy (alpha / beta) = -14.9 / -15.6 eV
multiplicity = 1
lowest unoccupied orbital energy (alpha / beta) = -0.280 / -0.312 Ha
electronic energy = -738.153665 hartree
Kohn-Sham gap (alpha / beta) = 7.3242 / 7.0680 eV
largest force on an atom = 2.7 eV/Å
total charge = +1

XYZ file:
```
5
H2NP2 wB97M-V/def2-TZVPD
N 0.245 0.104 0.370
P 0.925 -2.180 -0.950
P 0.031 -0.003 1.888
H -0.341 -1.759 -1.628
H -0.675 1.386 2.230
```

No. 5
Density functional theory data (wB97M-V/def2-TZVPD) for the molecule H2NPS2 in a non-equilibrium geometry.

Values from the calculation:
highest occupied orbital energy = -8.9 eV
multiplicity = 1
lowest unoccupied orbital energy = -0.041 Ha
electronic energy = -1193.651498 hartree
Kohn-Sham gap = 7.8079 eV
largest force on an atom = 4.2 eV/Å
total charge = 0

XYZ file:
```
6
H2NPS2 wB97M-V/def2-TZVPD
N 1.196 0.193 0.395
S -0.221 0.154 -1.061
P -1.419 -0.604 0.491
S -3.099 -0.385 -0.376
H 1.576 1.151 0.312
H 1.966 -0.509 0.239
```

No. 6
Density functional theory data (wB97M-V/def2-TZVPD) for a structure of composition H2NaO in a non-equilibrium geometry.

Values from the calculation:
highest occupied orbital energy = -14.0 eV
multiplicity = 1
lowest unoccupied orbital energy = -0.209 Ha
electronic energy = -238.506709 hartree
Kohn-Sham gap = 8.2852 eV
largest force on an atom = 1.1 eV/Å
total charge = +1

XYZ file:
```
4
H2NaO wB97M-V/def2-TZVPD
O -0.543 -0.939 -0.616
H -0.733 -1.863 -0.337
H 0.059 -1.032 -1.389
Na 1.217 3.835 2.343
```